# 1
Entry from the Open Molecules 2025 dataset: 2 unconnected molecules or ions with the total composition BrH2O2PS in a non-equilibrium geometry (wB97M-V/def2-TZVPD).

LUMO level   -0.145 eV
Frontier orbital gap   0.372 hartree
Energy above the lowest of the compared OMol25 structures with the same formula, charge and spin   0.981 eV
SMILES string   O=P(O)=S.Br

```
! wB97M-V def2-TZVPD RIJCOSX def2/J DEFGRID3
* xyz 0 1
O -1.0743 -0.2849 1.6723
P -1.3292 -0.0560 0.2677
O -0.7917 1.3772 -0.2218
S -2.1925 -1.0861 -1.1222
H -0.9232 1.5633 -1.1571
Br 2.7762 -1.1839 -0.1267
H 3.5347 -0.3296 0.6878
*
```

# 2
Entry from the Open Molecules 2025 dataset: a single C5H7NO molecule in a non-equilibrium geometry (wB97M-V/def2-TZVPD).

LUMO level   1.030 eV
Frontier orbital gap   0.358 hartree
Energy above the lowest of the compared OMol25 structures with the same formula, charge and spin   4.537 eV
SMILES string   C=C1OC[C@@H]2N[C@H]12

```
! wB97M-V def2-TZVPD RIJCOSX def2/J DEFGRID3
* xyz 0 1
C -0.7248 -1.0890 -1.7699
C -0.1005 -0.6347 -0.6064
O 1.2098 -0.4996 -0.3675
C 1.2953 0.7636 0.2065
C 0.1279 0.9210 1.1092
N -0.3865 -0.2108 1.7663
C -0.9159 0.0946 0.3673
H -0.2722 -1.3922 -2.5160
H -1.7692 -1.0859 -1.8951
H 2.1465 0.6131 0.7505
H 1.3412 1.4875 -0.6966
H 0.1045 1.7205 1.9280
H -0.0395 -1.1087 1.4477
H -2.0166 0.4205 0.2761
*
```

# 3
Entry from the Open Molecules 2025 dataset: a molecular structure, C42H38AuBrN2O2P2 (wB97M-V/def2-TZVPD).

LUMO level   -8.034 eV
Frontier orbital gap   0.153 hartree
Energy above the lowest of the compared OMol25 structures with the same formula, charge and spin   1.672 eV

```
! wB97M-V def2-TZVPD RIJCOSX def2/J DEFGRID3
* xyz 2 1
Au 0.4033 0.3971 -0.1551
O 4.3430 1.5904 0.7387
C 5.1108 0.5093 0.3881
C 6.4176 0.4857 0.8551
C 7.2504 -0.5745 0.5501
C 6.7951 -1.6252 -0.2410
C 5.4962 -1.5856 -0.7077
C 4.6308 -0.5350 -0.3940
C 3.2323 -0.6091 -0.9709
O 2.4329 0.4841 -0.7458
N 2.5528 -1.8210 -0.3855
N 1.3664 -1.7146 0.1779
C 0.7668 -2.7449 0.6766
C -0.4267 -2.6392 1.5166
Br -0.6452 -0.9753 2.4160
C -1.2333 -3.6790 1.7276
C -2.4235 -3.8339 2.5790
C -3.4319 -4.6858 2.1287
C -4.5888 -4.8706 2.8690
C -4.7338 -4.2239 4.0880
C -3.7147 -3.4119 4.5674
C -2.5640 -3.2142 3.8193
H 3.4787 1.4494 0.3032
H 6.7629 1.3104 1.4639
H 8.2652 -0.5792 0.9240
H 7.4464 -2.4482 -0.4972
H 5.1491 -2.3826 -1.3604
H 3.3021 -0.8037 -2.0499
H 2.9861 -2.7313 -0.4571
H 1.2081 -3.7326 0.5635
H -0.9573 -4.5632 1.1556
H -3.2902 -5.2297 1.2033
H -5.3611 -5.5392 2.5142
H -5.6267 -4.3772 4.6785
H -3.8072 -2.9470 5.5396
H -1.7625 -2.6115 4.2225
C -2.5969 1.2136 -1.2831
C -2.0298 2.5737 -0.8839
P -0.7342 2.3229 0.3669
C -1.4509 2.2208 1.9825
C -2.8198 2.0222 2.1716
C -3.3225 1.8902 3.4552
C -2.4635 1.9442 4.5450
C -1.0989 2.1400 4.3620
C -0.5871 2.2790 3.0839
C 0.4846 3.6144 0.3457
C 0.2549 4.7688 1.1061
C 1.1556 5.8160 1.0363
C 2.2843 5.7110 0.2312
C 2.5159 4.5666 -0.5195
C 1.6141 3.5163 -0.4738
P -1.1894 0.1970 -1.7965
C -1.6457 -1.4835 -2.0476
C -2.6420 -2.0650 -1.2529
C -3.0609 -3.3525 -1.5290
C -2.4579 -4.0753 -2.5530
C -1.4371 -3.5163 -3.3129
C -1.0288 -2.2182 -3.0677
C -0.4764 0.9163 -3.2668
C -1.3170 1.6164 -4.1390
C -0.8029 2.1426 -5.3118
C 0.5412 1.9746 -5.6175
C 1.3772 1.2814 -4.7521
C 0.8755 0.7544 -3.5729
H -3.3302 1.2673 -2.0895
H -3.0735 0.7084 -0.4420
H -2.7908 3.2555 -0.4998
H -1.5391 3.0669 -1.7267
H -3.5034 1.9908 1.3334
H -4.3840 1.7513 3.6061
H -2.8619 1.8431 5.5455
H -0.4367 2.1918 5.2151
H 0.4759 2.4382 2.9455
H -0.6109 4.8464 1.7513
H 0.9842 6.7106 1.6184
H 2.9918 6.5283 0.1952
H 3.4047 4.4834 -1.1287
H 1.8073 2.6299 -1.0662
H -3.1019 -1.5265 -0.4334
H -3.8578 -3.7914 -0.9479
H -2.7920 -5.0824 -2.7646
H -0.9762 -4.0843 -4.1086
H -0.2604 -1.7712 -3.6860
H -2.3707 1.7450 -3.9302
H -1.4538 2.6811 -5.9864
H 0.9372 2.3918 -6.5333
H 2.4253 1.1612 -4.9886
H 1.5454 0.2559 -2.8867
*
```

# 4
Entry from the Open Molecules 2025 dataset: a single C10H12 molecule in a non-equilibrium geometry (wB97M-V/def2-TZVPD).

LUMO level   0.053 eV
Frontier orbital gap   0.258 hartree
Energy above the lowest of the compared OMol25 structures with the same formula, charge and spin   4.870 eV
SMILES string   C1=CCCC=C=CCCC=1

```
! wB97M-V def2-TZVPD RIJCOSX def2/J DEFGRID3
* xyz 0 1
C 1.4532 -0.6675 0.1741
C 1.7281 -0.2530 1.4072
C 0.7232 0.2387 2.4307
C -0.7597 -0.0761 2.0563
C -1.3927 0.9411 1.1345
C -1.3708 0.8601 -0.1553
C -1.3862 0.9192 -1.4703
C -0.8599 -0.2245 -2.3242
C 0.6670 -0.2807 -2.1708
C 1.1256 -1.1586 -1.0171
H 2.7957 -0.3223 1.6430
H 0.9152 1.2874 2.6286
H 0.9171 -0.2926 3.3563
H -0.8622 -1.0723 1.5337
H -1.3230 -0.1483 2.9836
H -1.9149 1.7581 1.5992
H -1.6923 1.8391 -1.9291
H -1.3329 -1.1891 -2.0788
H -1.0148 0.0503 -3.3816
H 1.0628 0.7222 -2.1165
H 1.0786 -0.7329 -3.0712
H 1.4431 -2.1983 -1.2323
*
```

# 5
Entry from the Open Molecules 2025 dataset: a molecular structure, C16H14N2O2PdS3Sb (wB97M-V/def2-TZVPD).

LUMO level (alpha / beta)   -1.043 / -1.860 eV
Frontier orbital gap (alpha / beta)   0.257 / 0.226 hartree
Energy above the lowest of the compared OMol25 structures with the same formula, charge and spin   0.003 eV
Expectation value of S²   0.756

```
! wB97M-V def2-TZVPD RIJCOSX def2/J DEFGRID3
* xyz 0 2
Pd -0.0204 -0.8150 -0.2786
O 0.4093 -1.0343 1.6343
C 1.4884 -0.5400 2.1856
C 1.5820 -0.7104 3.5865
C 2.6738 -0.2800 4.2928
C 3.7498 0.3529 3.6539
C 3.6797 0.5408 2.3014
C 2.5690 0.1196 1.5380
C 2.6310 0.4225 0.1336
N 1.7187 0.1959 -0.7268
C 1.8283 0.5715 -2.1340
C 0.9047 -0.3446 -2.9448
N -0.3556 -0.3745 -2.2143
C -1.4379 0.1433 -2.6662
C -2.5508 0.5386 -1.8539
C -3.8145 0.7083 -2.4459
C -4.8775 1.1788 -1.7196
C -4.6723 1.5284 -0.3763
C -3.4398 1.4117 0.2172
C -2.3286 0.9156 -0.4985
O -1.1635 0.8711 0.0825
H 0.7512 -1.2001 4.0765
H 2.7023 -0.4358 5.3641
H 4.6101 0.6854 4.2171
H 4.4945 1.0329 1.7818
H 3.5540 0.8946 -0.2115
H 2.8607 0.5056 -2.4834
H 1.4814 1.6031 -2.2411
H 1.3093 -1.3562 -2.9890
H 0.7602 0.0428 -3.9551
H -1.4741 0.3733 -3.7327
H -3.9412 0.4440 -3.4899
H -5.8534 1.2839 -2.1722
H -5.5050 1.9000 0.2085
H -3.2813 1.6847 1.2516
S 0.1978 -3.9330 2.7086
Sb -0.5105 -4.0340 0.4679
S 1.1771 -2.7817 -0.7073
S -1.9071 -2.1097 0.1393
*
```

# 6
Entry from the Open Molecules 2025 dataset: a single C5H6F6N2 molecule in a non-equilibrium geometry (wB97M-V/def2-TZVPD).

LUMO level (alpha / beta)   0.889 / -2.950 eV
Frontier orbital gap (alpha / beta)   0.155 / 0.285 hartree
Expectation value of S²   2.006

```
! wB97M-V def2-TZVPD RIJCOSX def2/J DEFGRID3
* xyz 0 3
C -0.5990 0.8198 0.6647
C -1.3260 -0.3494 0.1175
C 0.7410 0.3405 -1.4781
C 1.2255 1.8431 -1.6945
C 0.4196 -0.5222 -2.7350
N -0.6918 0.5702 -0.7415
N 1.5740 -0.4314 -0.6659
F 0.6989 2.4787 -2.7096
F 1.0316 2.6625 -0.6097
F 2.5720 1.8689 -1.7057
F 1.5024 -0.7120 -3.5357
F -0.5560 0.1184 -3.4171
F 0.0462 -1.7694 -2.4796
H -1.0430 1.7262 1.0079
H 0.3189 0.6764 1.0108
H -0.9728 -1.4201 -0.0386
H -2.3945 -0.3015 -0.1743
H 1.8410 -1.2037 -1.1661
H 2.2984 0.0578 -0.2164
*
```